Entry from OMol25: an isolated molecule of C8H8O4 at a distorted geometry (ωB97M-V/def2-TZVPD).

Structure (XYZ):
```
20
Properties=species:S:1:pos:R:3:forces:R:3
C -3.21966 -0.04211 0.55392 0.45 -0.27 0.98
O -2.41339 -0.54900 -0.51414 0.26 -0.05 0.17
C -1.07242 -0.38465 -0.35614 -0.22 -0.21 0.61
C -0.24840 -1.49096 -0.21579 0.22 -0.93 0.51
C 1.09435 -1.27692 0.03825 0.75 0.47 -0.37
C 1.66615 0.00966 0.01820 0.68 -1.95 0.28
C 3.15532 0.27448 0.06510 -0.06 1.35 -0.69
O 3.59966 1.38272 0.21392 -0.26 -0.06 0.51
O 4.00669 -0.70313 -0.27000 -1.25 -1.72 -0.28
C 0.84185 1.07197 -0.12650 -0.43 2.44 -0.17
C -0.52712 0.89631 -0.25263 -0.05 0.02 -0.61
O -1.42295 1.91062 -0.39719 -0.10 0.13 -0.02
H -4.19319 -0.33887 0.23420 -0.88 0.24 0.08
H -3.09919 1.03964 0.69812 -0.26 -0.38 -0.28
H -3.02283 -0.52916 1.55576 0.14 0.18 -1.12
H -0.62137 -2.54807 -0.20484 0.06 1.35 -0.11
H 1.73766 -2.10817 0.25053 0.12 -0.51 0.00
H 3.43943 -1.45965 -0.57288 0.99 0.63 0.35
H 1.29768 2.09106 -0.16518 -0.52 -0.89 0.11
H -0.99828 2.75423 -0.55269 0.35 0.15 0.04
```
Forces are in eV/Å.

Results
Calculated total energy: -610.5943 a.u.
SMILES string: COc1ccc(C(=O)O)cc1O
ΔE to the lowest compared entry with this formula, charge and spin: 17.9 kcal per mole
HOMO energy: -9.03 eV